ORCA calculation (ωB97M-V/def2-TZVPD) on a 2-piece molecular cluster, C7H14NO4S overall.

The calculation puts the energy relative to the best compared isomer or geometry (same formula, charge and spin) at 2.9156 eV. As for the spin multiplicity: 1. For the energy, the calculation gives -1028.9657 a.u. Its net charge is -1. The molecular weight comes out at 208.3 g/mol.

Positions of all 27 atoms, in Å:
N (-0.792, 0.099, -1.223)
C (-1.517, 0.776, -2.252)
C (-2.726, 1.564, -1.689)
O (-3.938, 1.564, -2.552)
C (-4.684, 0.465, -2.466)
O (-4.786, -0.382, -3.307)
H (-1.389, -0.668, -0.898)
H (-1.916, 0.157, -3.088)
H (-0.845, 1.516, -2.717)
H (-2.522, 2.628, -1.562)
H (-2.989, 1.127, -0.720)
H (-5.268, 0.413, -1.523)
C (2.811, -1.552, 2.291)
C (3.142, -1.168, 0.841)
C (1.920, -0.447, 0.258)
S (1.121, 0.346, 1.650)
O (-0.157, -0.262, 1.909)
O (1.271, 1.779, 1.597)
C (2.206, -0.308, 2.935)
H (3.690, -1.902, 2.835)
H (2.073, -2.357, 2.292)
H (4.012, -0.506, 0.829)
H (3.389, -2.046, 0.243)
H (2.150, 0.327, -0.467)
H (1.173, -1.107, -0.180)
H (1.606, -0.503, 3.819)
H (2.963, 0.448, 3.146)

Forces on atoms 1 to 2 (eV/Å):
N 0.31 -0.11 -0.05
C 0.06 -0.04 0.01